Record 1
Molecular formula: C5H10O2
Method: DFT, wB97M-V/def2-TZVPD

```
17
Properties=species:S:1:pos:R:3:forces:R:3
O 2.448782 0.106384 0.743649 0.2707 0.0379 -0.0768
C 1.506228 -0.533025 -0.098669 -0.3100 -0.1926 -0.2509
C 0.148788 -0.466265 0.585890 0.1008 0.0217 0.0272
C -0.406679 0.985226 0.699413 0.0493 0.0991 -0.0243
C -1.833838 0.810795 0.278384 0.2789 1.1389 0.4918
O -2.035489 -0.389513 -0.159028 -0.7551 -0.9927 -0.5496
C -0.950546 -1.172084 -0.175534 0.3639 -0.1591 0.3103
H 3.293385 0.137589 0.279187 -0.1127 0.0220 0.1467
H 1.441654 -0.034999 -1.078630 0.0080 -0.0549 0.1786
H 1.775265 -1.586112 -0.280032 -0.0070 0.1681 0.0813
H 0.276955 -0.903038 1.590886 -0.0630 0.0534 -0.1412
H -0.301054 1.412937 1.702287 -0.0228 -0.0793 -0.1739
H 0.130414 1.658827 0.014258 -0.0276 -0.1174 0.0687
H -0.883985 0.778675 -2.559094 0.0196 -0.0905 0.0461
H -2.630897 1.527142 0.139670 0.1380 -0.0958 0.0372
H -0.735040 0.097234 -2.281208 -0.0255 0.1456 -0.0943
H -1.189059 -2.227098 -0.122182 0.0944 0.0954 -0.0768
```
Forces are in eV/Å.

Output
LUMO (spin up / spin down)   0.863 / 0.941 eV
Gap between HOMO and LUMO (spin up / spin down)   7.8 / 8.2 eV
HOMO level (spin up / spin down)   -6.930 / -7.298 eV

These are the Löwdin partial charges, in e, on atoms 1 to 4:
1 O -0.06
2 C -0.26
3 C -0.28
4 C -0.11

=====

Record 2
Molecular formula: C5H10O2
Method: DFT, wB97M-V/def2-TZVPD

```
17
Properties=species:S:1:pos:R:3:forces:R:3
C -0.515744 -1.574126 -0.591284 0.2460 -0.2625 0.1939
C 0.332549 -1.110103 0.317748 0.0688 -0.4597 -0.1054
C 1.716903 -0.647803 -0.022576 -0.0591 -0.3924 -0.2308
O 2.112623 0.428437 0.813387 0.2243 0.0956 0.0265
H -0.311756 -1.507021 -1.658223 0.0576 -0.0649 0.1908
H -1.480084 -1.993047 -0.322877 0.1921 0.0418 0.0072
H 0.086384 -1.125046 1.380280 0.0678 -0.0741 -0.1455
H 1.767696 -0.370194 -1.088664 -0.0129 -0.0528 0.1972
H 2.381403 -1.510232 0.131025 0.0868 0.1555 -0.0421
H 3.064820 0.543637 0.705350 -0.2125 0.0503 0.0902
C -0.732885 1.563035 0.162049 -0.1980 0.3645 -0.2053
C -1.955774 0.754739 -0.075498 -0.3314 0.0296 -0.2482
O -2.278411 0.301870 -1.147282 -0.1978 0.2362 0.3949
H -0.355210 1.600199 1.190133 -0.2544 -0.1065 -0.2862
H 0.071063 1.403466 -0.556585 -0.2658 0.0242 0.0830
H -1.254042 2.497211 -0.078431 0.6017 0.7186 0.2004
H -2.660213 0.769573 0.786817 -0.0132 -0.3033 -0.1206
```
Forces are in eV/Å.

Output
SMILES string   C=CCO.CC=O
LUMO   0.825 eV
Gap between HOMO and LUMO   10.3 eV
HOMO level   -9.445 eV

These are the Löwdin partial charges, in e, on atoms 1 to 4:
1 C -0.02
2 C -0.20
3 C -0.29
4 O -0.08

=====

Record 3
Molecular formula: C5H10O2
Method: DFT, wB97M-V/def2-TZVPD

```
17
Properties=species:S:1:pos:R:3:forces:R:3
C -2.466694 0.760113 -0.645449 -0.2505 0.0617 -0.1368
O -1.352772 0.453737 0.157699 0.0364 -0.0009 0.1464
C -0.326970 -0.105863 -0.627283 0.2094 -0.1582 -0.1993
C 0.827226 -0.683286 0.220991 0.0905 -0.0277 -0.0061
C 2.190027 -0.060064 -0.078064 0.0492 0.0586 -0.0475
C 0.535795 -0.747798 1.708895 0.1891 0.0649 0.2260
O 1.373720 -0.575664 2.562312 -0.3163 0.0103 -0.3536
H -2.225297 1.516795 -1.409183 0.0031 -0.0885 0.1658
H -3.262885 1.139884 -0.001546 0.1635 -0.0412 -0.0587
H -2.822248 -0.142571 -1.166034 -0.0167 0.1327 0.0798
H 0.068474 0.658336 -1.315108 -0.0059 -0.0912 0.0652
H -0.758759 -0.908259 -1.245962 0.0598 0.1250 0.0052
H 0.878325 -1.747746 -0.050026 0.0806 0.0005 0.0898
H 2.961101 -0.470887 0.580614 -0.1703 0.0292 -0.1361
H 2.473295 -0.255150 -1.118172 -0.0322 0.0308 0.1510
H 2.180720 1.025429 0.067525 -0.1001 -0.1408 0.0320
H -0.492873 -1.037222 1.984895 0.0103 0.0348 -0.0232
```
Forces are in eV/Å.

Output
SMILES string   COC[C@@H](C)C=O
LUMO   0.899 eV
Gap between HOMO and LUMO   10.5 eV
HOMO level   -9.635 eV

These are the Löwdin partial charges, in e, on atoms 1 to 4:
1 C -0.11
2 O -0.19
3 C -0.21
4 C -0.30

=====

Record 4
Molecular formula: C5H10O2
Method: DFT, wB97M-V/def2-TZVPD

```
17
Properties=species:S:1:pos:R:3:forces:R:3
O 1.683661 0.865715 0.106289 -0.1000 0.1668 0.1646
C 1.582160 -0.549264 0.189918 0.0002 -0.1820 0.0931
C 0.342221 -0.868184 -0.725566 -0.0707 -0.2073 0.1381
C -0.935358 -0.996434 0.125309 -0.0294 -0.1327 0.0296
C -1.454457 0.449402 0.320645 0.0861 0.1335 -0.0562
C -0.346566 1.451815 0.311389 -0.0425 0.0175 0.1098
O 0.210908 0.228290 -1.545535 -0.0623 0.0473 -0.1532
H 1.339012 0.925822 -0.873204 -0.0685 0.0909 -0.0204
H 1.457003 -0.838604 1.239093 -0.0509 -0.0026 -0.1526
H 2.505203 -1.007426 -0.190675 -0.1570 0.1309 0.0037
H 0.516290 -1.803087 -1.280514 -0.0155 0.1361 0.0648
H -0.742530 -1.503087 1.078487 0.0037 0.0760 -0.1012
H -1.713836 -1.563832 -0.393147 0.1358 0.0699 0.0362
H -2.006066 0.528476 1.267566 0.1563 0.0306 -0.0908
H -2.123814 0.683289 -0.509063 0.1311 -0.0312 0.0950
H 0.080517 1.722336 1.272982 -0.0112 -0.1096 -0.1714
H -0.394355 2.274774 -0.393967 0.0950 -0.2341 0.0111
```
Forces are in eV/Å.

Output
LUMO (spin up / spin down)   -0.370 / -0.370 eV
Gap between HOMO and LUMO (spin up / spin down)   8.3 / 8.3 eV
HOMO level (spin up / spin down)   -8.708 / -8.709 eV

These are the Löwdin partial charges, in e, on atoms 1 to 4:
1 O -0.12
2 C -0.17
3 C -0.45
4 C -0.13

=====

ΔE to the lowest compared entry with this formula, charge and spin values, unit kcal/mol, following the record order: 120.8, 66.6, 45.6, 115.0.